Entry 1:
The following is a quantum chemistry calculation of a molecular structure, C50H42BClF6LaN9O6S3 at a distorted geometry, from the Open Molecules 2025 dataset.

## Properties
Multiplicity: 1
Net charge: -2
Kohn-Sham gap (alpha / beta) in eV: 6.158 / 6.160
ΔE to the lowest compared entry with this formula, charge and spin in kJ/mol: 0.0
LUMO (alpha / beta) in eV: 3.8 / 3.8

Each line ends with the Löwdin charge.
CARTESIAN COORDINATES (ANGSTROEM)
La1 0.223 -0.056 -0.484  2.014
C1 3.651 -4.082 2.301  -0.030
C2 3.402 -2.951 1.362  -0.278
C3 4.191 -2.567 0.302  0.032
C4 3.542 -1.456 -0.255  -0.244
N1 2.434 -1.194 0.436  0.004
N2 2.346 -2.110 1.414  0.037
B1 1.249 -2.158 2.488  -0.535
N3 1.055 -0.782 3.138  0.024
N4 0.454 0.256 2.548  0.073
C5 0.475 1.267 3.418  -0.281
C6 1.099 0.850 4.608  0.017
C7 1.451 -0.461 4.389  -0.274
C8 2.146 -1.380 5.333  -0.033
C9 -0.049 2.606 3.189  -0.183
C10 -1.141 2.850 2.363  -0.027
C11 -1.622 4.135 2.198  -0.087
C12 -1.017 5.197 2.846  -0.109
C13 0.071 4.967 3.671  -0.100
C14 0.543 3.682 3.849  -0.044
N5 -0.108 -2.653 1.949  0.033
N6 -0.751 -2.103 0.917  0.006
C15 -1.918 -2.729 0.783  -0.267
C16 -2.028 -3.718 1.773  0.025
C17 -0.849 -3.647 2.485  -0.288
C18 -0.431 -4.513 3.625  -0.027
C19 -2.892 -2.441 -0.269  -0.172
C20 -4.246 -2.326 0.041  -0.048
C21 -5.176 -2.104 -0.958  -0.094
C22 -4.766 -1.997 -2.276  -0.095
C23 -3.422 -2.102 -2.590  -0.070
C24 -2.483 -2.314 -1.596  -0.028
C25 4.040 -0.742 -1.434  -0.179
C26 4.267 0.631 -1.450  -0.072
C27 4.797 1.229 -2.581  -0.110
C28 5.135 0.473 -3.693  -0.147
C29 4.916 -0.896 -3.678  -0.127
C30 4.367 -1.498 -2.560  -0.050
H1 4.551 -4.601 1.976  0.077
H2 2.811 -4.776 2.298  0.068
H3 3.800 -3.728 3.322  0.070
H4 5.112 -3.011 -0.021  0.112
H5 1.601 -2.910 3.331  0.101
H6 1.252 1.415 5.506  0.099
H7 2.303 -0.859 6.275  0.073
H8 3.112 -1.689 4.937  0.077
H9 1.553 -2.273 5.521  0.067
H10 -1.590 2.023 1.844  0.083
H11 -2.471 4.301 1.550  0.104
H12 -1.383 6.203 2.697  0.095
H13 0.557 5.793 4.175  0.092
H14 1.406 3.509 4.474  0.104
H15 -2.833 -4.406 1.938  0.105
H16 -1.183 -5.285 3.772  0.075
H17 -0.336 -3.936 4.545  0.074
H18 0.527 -4.987 3.418  0.070
H19 -4.569 -2.398 1.071  0.112
H20 -6.229 -2.021 -0.715  0.095
H21 -5.497 -1.841 -3.058  0.095
H22 -3.098 -2.026 -3.618  0.112
H23 -1.436 -2.431 -1.839  0.095
H24 4.022 1.225 -0.582  0.019
H25 4.945 2.298 -2.605  0.108
H26 5.548 0.949 -4.572  0.100
H27 5.157 -1.496 -4.544  0.102
H28 4.142 -2.554 -2.569  0.098
C31 -3.805 0.163 3.448  -0.066
C32 -4.809 0.888 2.825  -0.084
C33 -4.705 1.154 1.476  -0.019
C34 -3.583 0.711 0.757  -0.243
N7 -2.618 0.024 1.380  0.092
C35 -2.743 -0.254 2.661  -0.148
C36 -3.394 0.965 -0.673  -0.217
C37 -4.417 1.556 -1.437  -0.075
C38 -4.233 1.829 -2.774  -0.110
C39 -3.036 1.487 -3.391  -0.041
C40 -2.059 0.870 -2.630  -0.394
C41 -2.161 0.603 -1.250  -0.182
H29 -3.850 -0.074 4.502  0.093
H30 -5.666 1.239 3.387  0.096
H31 -5.481 1.724 0.989  0.091
H32 -1.938 -0.830 3.096  0.102
H33 -5.367 1.813 -0.990  0.083
H34 -5.016 2.308 -3.347  0.089
H35 -2.860 1.706 -4.438  0.113
H36 -0.725 0.851 -4.067  0.073
S1 2.147 2.209 0.640  0.620
C42 0.992 3.300 0.060  -0.823
C43 1.197 4.694 0.161  -0.124
C44 0.234 5.553 -0.298  -0.100
C45 -0.931 5.016 -0.850  -0.100
C46 -1.052 3.642 -0.917  -0.177
N8 -0.132 2.790 -0.486  -0.033
H37 2.120 5.042 0.599  0.092
H38 0.361 6.630 -0.240  0.099
H39 -1.725 5.645 -1.228  0.093
H40 -1.944 3.202 -1.346  0.097
Cl1 0.411 -6.191 -1.533  0.535
C47 1.167 -4.891 -0.611  -0.514
C48 1.464 -3.638 -1.537  -0.743
O1 2.284 -3.811 -2.429  -0.014
O2 0.820 -2.618 -1.222  -0.168
H41 2.102 -5.294 -0.218  0.057
H42 0.479 -4.618 0.188  0.045
F1 0.617 -1.082 -5.595  0.085
C49 1.343 -1.225 -4.469  -0.671
F2 2.291 -2.121 -4.779  0.106
F3 0.525 -1.723 -3.554  0.107
S2 2.145 0.424 -3.879  0.994
O3 1.669 0.530 -2.502  -0.602
O4 -0.886 0.453 -3.194  -0.071
N9 1.122 1.246 -4.856  -0.413
S3 1.647 2.653 -5.281  0.532
O5 0.993 3.146 -6.463  -0.309
O6 3.074 2.824 -5.203  -0.322
C50 0.946 3.751 -3.915  -0.646
F4 1.528 3.486 -2.752  0.134
F5 1.101 5.066 -4.151  0.115
F6 -0.368 3.530 -3.797  0.118


Entry 2:
The following is a quantum chemistry calculation of a molecular structure, C50H42F4HgN10O3Sb at a distorted geometry, from the Open Molecules 2025 dataset.

## Properties
Expectation value of S²: 0.772
Multiplicity: 2
Net charge: 0
Kohn-Sham gap (alpha / beta) in eV: 5.103 / 7.306
ΔE to the lowest compared entry with this formula, charge and spin in kJ/mol: 14.0
LUMO (alpha / beta) in eV: -0.6 / -0.6

Each line ends with the Löwdin charge.
CARTESIAN COORDINATES (ANGSTROEM)
Hg1 -1.150 0.520 0.509  0.981
N1 -4.551 2.258 -0.251  0.200
C1 -4.834 1.363 0.693  -0.433
N2 -6.095 1.300 1.123  0.174
C2 -6.342 0.362 2.026  -0.449
N3 -7.599 0.244 2.481  0.167
N4 -5.424 -0.476 2.533  0.164
C3 -4.197 -0.315 2.068  -0.292
N5 -3.833 0.566 1.143  0.147
C4 -3.162 -1.190 2.675  -0.197
C5 -3.551 -2.168 3.588  0.001
C6 -2.582 -2.942 4.198  -0.041
C7 -1.250 -2.708 3.898  -0.037
C8 -0.951 -1.726 2.971  -0.153
N6 -1.877 -0.997 2.361  0.050
H1 -5.266 2.916 -0.502  0.114
H2 -3.579 2.417 -0.474  0.066
H3 -8.305 0.874 2.150  0.106
H4 -7.807 -0.460 3.163  0.105
H5 -4.602 -2.289 3.797  0.107
H6 -2.853 -3.710 4.909  0.113
H7 -0.459 -3.277 4.364  0.112
H8 0.078 -1.493 2.712  0.070
O1 -3.028 -4.974 -4.372  0.114
C9 -3.304 -3.764 -4.902  -0.489
O2 -3.770 -3.682 -6.006  0.111
C10 -2.980 -2.584 -4.059  -0.147
C11 -2.978 -2.603 -2.663  -0.032
C12 -2.617 -1.479 -1.954  -0.051
C13 -2.223 -0.291 -2.593  -0.315
C14 -2.295 -0.266 -4.002  -0.021
C15 -2.667 -1.389 -4.705  -0.011
N7 -1.823 0.768 -1.812  -0.040
C16 -1.435 1.928 -2.327  -0.150
C17 -1.192 3.046 -1.503  -0.305
C18 -0.891 4.315 -2.053  -0.033
C19 -0.821 5.407 -1.234  -0.078
C20 -1.035 5.246 0.146  -0.079
C21 -1.250 3.976 0.628  -0.163
N8 -1.326 2.896 -0.153  0.003
H9 -2.556 -4.893 -3.533  0.070
H10 -3.285 -3.490 -2.123  0.119
H11 -2.630 -1.499 -0.869  0.079
H12 -2.050 0.634 -4.548  0.096
H13 -2.714 -1.371 -5.787  0.122
H14 -1.318 2.078 -3.397  0.106
H15 -0.743 4.397 -3.122  0.112
H16 -0.619 6.389 -1.640  0.104
H17 -1.029 6.095 0.814  0.095
H18 -1.390 3.799 1.688  0.106
C22 4.319 3.757 3.220  -0.002
N9 2.878 3.604 3.333  -0.071
N10 2.155 2.964 2.330  0.079
C23 1.020 2.375 2.887  -0.410
O3 0.109 1.778 2.299  -0.095
C24 1.120 2.654 4.294  0.058
C25 2.254 3.364 4.515  -0.279
C26 2.827 3.875 5.790  -0.012
C27 2.498 3.227 0.983  -0.192
C28 2.930 4.502 0.617  -0.046
C29 3.358 4.733 -0.678  -0.088
C30 3.350 3.707 -1.612  -0.074
C31 2.894 2.449 -1.251  -0.052
C32 2.464 2.206 0.045  0.004
H19 4.627 3.547 2.201  0.090
H20 4.833 3.060 3.886  0.097
H21 4.615 4.776 3.469  0.096
H22 0.396 2.344 5.027  0.114
H23 2.068 3.837 6.567  0.085
H24 3.174 4.902 5.676  0.087
H25 3.676 3.267 6.105  0.087
H26 2.929 5.306 1.342  0.114
H27 3.698 5.723 -0.955  0.101
H28 3.687 3.898 -2.623  0.102
H29 2.887 1.638 -1.969  0.062
H30 2.131 1.223 0.351  0.024
F1 2.402 -0.143 1.079  -0.542
F2 5.380 -5.342 1.734  0.050
C33 4.381 -4.521 1.343  -0.285
C34 4.160 -4.326 -0.005  0.000
C35 3.160 -3.444 -0.389  -0.108
C36 2.390 -2.780 0.557  -0.319
C37 2.619 -3.022 1.904  -0.113
C38 3.620 -3.893 2.309  -0.012
Sb1 0.964 -1.314 -0.138  1.512
C39 2.021 -0.588 -1.839  -0.363
C40 3.397 -0.410 -1.760  -0.149
C41 4.136 -0.115 -2.895  -0.011
C42 3.478 -0.016 -4.107  -0.277
F3 4.198 0.208 -5.224  0.060
C43 2.106 -0.142 -4.211  0.005
C44 1.379 -0.423 -3.062  -0.121
C45 0.083 -3.053 -1.209  -0.351
C46 -0.696 -3.910 -0.435  -0.145
C47 -1.020 -5.189 -0.864  -0.017
C48 -0.529 -5.618 -2.083  -0.304
F4 -0.803 -6.876 -2.490  0.056
C49 0.231 -4.798 -2.893  -0.003
C50 0.530 -3.517 -2.443  -0.115
H31 4.765 -4.847 -0.734  0.119
H32 2.988 -3.281 -1.444  0.095
H33 2.035 -2.508 2.657  0.082
H34 3.838 -4.074 3.353  0.116
H35 3.883 -0.496 -0.796  0.114
H36 5.208 0.026 -2.855  0.126
H37 1.628 -0.050 -5.177  0.121
H38 0.303 -0.532 -3.131  0.085
H39 -1.062 -3.576 0.534  0.088
H40 -1.629 -5.859 -0.271  0.119
H41 0.592 -5.163 -3.845  0.125
H42 1.132 -2.880 -3.077  0.089


Entry 3:
The following is a quantum chemistry calculation of a molecular structure, C50H43AsCsN5O3STe at a distorted geometry, from the Open Molecules 2025 dataset.

## Properties
Multiplicity: 1
Net charge: -2
Kohn-Sham gap in eV: 3.916
ΔE to the lowest compared entry with this formula, charge and spin in kJ/mol: 252.0
LUMO in eV: 2.7

Each line ends with the Löwdin charge.
CARTESIAN COORDINATES (ANGSTROEM)
Cs1 -0.367 -1.599 0.101  1.315
O1 2.608 -3.703 2.867  0.034
C1 1.818 -4.358 3.732  -0.289
C2 2.397 -4.916 4.879  -0.039
C3 1.614 -5.582 5.807  -0.124
C4 0.240 -5.699 5.608  -0.123
C5 -0.330 -5.144 4.472  -0.045
C6 0.434 -4.475 3.519  -0.079
C7 -0.176 -3.876 2.275  -0.516
O2 0.637 -3.391 1.394  -0.430
N1 -1.476 -3.936 2.208  0.033
N2 -2.075 -3.247 1.161  -0.201
C8 -3.004 -3.832 0.524  -0.124
C9 -3.780 -3.250 -0.587  -0.139
C10 -4.856 -4.022 -1.042  -0.090
C11 -5.651 -3.663 -2.117  -0.143
C12 -5.334 -2.481 -2.797  -0.121
C13 -4.280 -1.693 -2.383  -0.046
C14 -3.472 -2.010 -1.247  -0.420
O3 -2.539 -1.207 -0.876  -0.551
H1 1.991 -3.431 2.118  0.051
H2 3.469 -4.816 5.008  0.104
H3 2.078 -6.013 6.687  0.087
H4 -0.377 -6.223 6.329  0.083
H5 -1.394 -5.215 4.288  0.099
H6 -3.263 -4.865 0.778  0.109
H7 -5.064 -4.952 -0.519  0.094
H8 -6.478 -4.287 -2.430  0.075
H9 -5.912 -2.183 -3.666  0.088
H10 -4.025 -0.783 -2.918  0.105
C15 -6.650 2.509 0.318  -0.113
C16 -6.229 1.282 -0.181  -0.080
C17 -4.874 0.999 -0.293  -0.089
C18 -3.911 1.938 0.078  -0.346
C19 -4.342 3.157 0.598  -0.108
C20 -5.701 3.440 0.718  -0.107
As1 -2.016 1.466 -0.276  1.328
C21 -2.061 1.705 -2.221  -0.381
C22 -2.934 2.566 -2.885  -0.121
C23 -2.900 2.661 -4.272  -0.101
C24 -1.991 1.899 -5.005  -0.095
C25 -1.116 1.043 -4.350  -0.071
C26 -1.157 0.948 -2.965  -0.111
C27 -1.320 3.266 0.212  -0.397
C28 -1.129 3.493 1.578  -0.154
C29 -0.681 4.721 2.052  -0.104
C30 -0.396 5.748 1.157  -0.107
C31 -0.556 5.529 -0.205  -0.107
C32 -1.011 4.297 -0.673  -0.110
H11 -7.707 2.739 0.395  0.089
H12 -6.952 0.537 -0.490  0.101
H13 -4.562 0.037 -0.679  0.070
H14 -3.626 3.906 0.909  0.085
H15 -6.012 4.399 1.117  0.091
H16 -3.646 3.161 -2.325  0.100
H17 -3.586 3.331 -4.780  0.090
H18 -1.973 1.968 -6.087  0.093
H19 -0.401 0.441 -4.901  0.069
H20 -0.479 0.261 -2.469  0.062
H21 -1.331 2.691 2.280  0.098
H22 -0.544 4.873 3.117  0.098
H23 -0.049 6.709 1.521  0.092
H24 -0.323 6.319 -0.911  0.097
H25 -1.127 4.143 -1.740  0.097
C33 4.290 4.715 -1.490  -0.057
C34 3.712 3.337 -1.292  -0.281
C35 2.362 3.144 -1.052  -0.023
C36 1.880 1.848 -0.897  -0.143
N3 2.640 0.764 -0.977  0.068
C37 3.939 0.952 -1.198  -0.162
C38 4.515 2.203 -1.357  -0.040
H26 3.535 5.486 -1.321  0.068
H27 4.673 4.830 -2.507  0.078
H28 5.123 4.893 -0.804  0.075
H29 1.685 3.986 -0.977  0.087
H30 0.826 1.683 -0.697  0.060
H31 4.539 0.049 -1.273  0.098
H32 5.581 2.292 -1.543  0.106
N4 2.990 0.251 7.257  0.071
C39 2.956 1.351 6.488  -0.821
S1 3.556 2.780 7.052  0.632
C40 2.315 1.171 5.140  -0.231
C41 2.254 2.214 4.232  -0.035
C42 1.660 2.002 2.995  -0.120
N5 1.133 0.836 2.628  0.098
C43 1.197 -0.163 3.499  -0.104
C44 1.771 -0.044 4.755  -0.003
H33 3.569 0.325 8.077  0.085
H34 2.936 -0.657 6.825  0.091
H35 2.675 3.176 4.492  0.080
H36 1.606 2.801 2.266  0.100
H37 0.777 -1.108 3.187  0.097
H38 1.760 -0.914 5.398  0.107
Te1 2.305 -1.491 -3.920  0.448
C45 3.818 -2.520 -4.986  -0.760
C46 3.523 -3.518 -5.932  -0.188
C47 4.519 -4.144 -6.676  -0.136
C48 5.857 -3.803 -6.501  -0.151
C49 6.177 -2.836 -5.553  -0.137
C50 5.178 -2.211 -4.811  -0.192
H39 2.487 -3.799 -6.079  0.071
H40 4.247 -4.905 -7.402  0.082
H41 6.632 -4.281 -7.089  0.075
H42 7.215 -2.563 -5.392  0.082
H43 5.448 -1.461 -4.076  0.067


Entry 4:
The following is a quantum chemistry calculation of a molecular structure, C50H43Cl5O4P2S6Sn, from the Open Molecules 2025 dataset.

## Properties
Multiplicity: 1
Net charge: 0
Kohn-Sham gap in eV: 7.296
ΔE to the lowest compared entry with this formula, charge and spin in kJ/mol: 24.7
LUMO in eV: 0.4

Each line ends with the Löwdin charge.
CARTESIAN COORDINATES (ANGSTROEM)
Sn1 0.450 -0.654 0.624  1.148
Cl1 -1.079 1.827 3.390  0.566
C1 0.590 2.120 3.906  -0.967
Cl2 1.759 1.567 2.700  0.531
H1 0.764 1.570 4.823  0.018
H2 0.727 3.184 4.049  0.026
Cl3 -0.300 -6.365 -4.158  0.650
C2 0.041 -4.859 -3.354  -0.679
C3 -1.001 -4.062 -2.919  -0.136
C4 -0.702 -2.873 -2.283  -0.541
Cl4 -1.996 -1.881 -1.680  0.781
C5 0.614 -2.420 -2.039  -0.473
O1 0.846 -1.267 -1.463  -0.389
C6 1.628 -3.288 -2.491  -0.550
Cl5 3.285 -2.869 -2.222  0.770
C7 1.353 -4.479 -3.143  -0.135
H3 -2.029 -4.354 -3.079  0.104
H4 2.169 -5.109 -3.469  0.104
O2 -1.316 1.221 -0.421  -0.428
P1 -1.057 2.058 -1.623  0.714
C8 0.251 1.369 -2.685  -0.293
P2 1.897 1.441 -1.924  0.745
O3 1.878 1.144 -0.459  -0.463
C9 2.538 3.109 -2.188  -0.283
C10 2.685 3.630 -3.473  -0.083
C11 3.198 4.904 -3.648  -0.078
C12 3.575 5.657 -2.541  -0.082
C13 3.437 5.137 -1.263  -0.073
C14 2.918 3.862 -1.083  -0.065
C15 2.966 0.438 -2.970  -0.296
C16 4.323 0.431 -2.646  -0.077
C17 5.223 -0.250 -3.447  -0.085
C18 4.775 -0.914 -4.583  -0.098
C19 3.428 -0.908 -4.908  -0.095
C20 2.521 -0.235 -4.102  -0.100
C21 -2.495 2.175 -2.714  -0.259
C22 -2.857 1.051 -3.459  -0.092
C23 -4.005 1.070 -4.235  -0.072
C24 -4.799 2.209 -4.270  -0.079
C25 -4.459 3.319 -3.511  -0.076
C26 -3.311 3.303 -2.731  -0.071
C27 -0.580 3.745 -1.221  -0.295
C28 -0.293 4.695 -2.202  -0.093
C29 0.061 5.981 -1.834  -0.078
C30 0.128 6.322 -0.487  -0.077
C31 -0.165 5.382 0.489  -0.065
C32 -0.524 4.090 0.123  -0.060
H5 0.245 1.832 -3.674  0.086
H6 0.019 0.300 -2.755  0.048
H7 2.414 3.029 -4.335  0.111
H8 3.313 5.310 -4.646  0.105
H9 3.983 6.651 -2.680  0.105
H10 3.731 5.727 -0.403  0.109
H11 2.798 3.439 -0.092  0.104
H12 4.665 0.961 -1.764  0.120
H13 6.275 -0.260 -3.193  0.108
H14 5.478 -1.452 -5.206  0.106
H15 3.078 -1.437 -5.786  0.109
H16 1.468 -0.255 -4.353  0.105
H17 -2.251 0.153 -3.416  0.061
H18 -4.284 0.193 -4.804  0.107
H19 -5.689 2.228 -4.888  0.105
H20 -5.092 4.198 -3.521  0.105
H21 -3.051 4.167 -2.132  0.105
H22 -0.348 4.429 -3.253  0.117
H23 0.286 6.719 -2.594  0.109
H24 0.410 7.329 -0.202  0.106
H25 -0.119 5.654 1.537  0.105
H26 -0.767 3.337 0.863  0.075
O4 -1.104 -2.191 1.833  -0.707
S1 -1.546 -3.564 2.270  0.981
C33 -3.339 -3.362 2.720  -0.238
C34 -3.829 -2.032 2.240  -0.287
C35 -4.199 -1.842 0.914  -0.076
C36 -4.564 -0.585 0.459  -0.087
C37 -4.560 0.497 1.327  -0.079
C38 -4.204 0.313 2.656  -0.092
C39 -3.841 -0.946 3.110  -0.032
C40 -0.795 -3.808 3.924  -0.279
C41 -1.256 -2.867 4.987  -0.277
C42 -2.183 -3.271 5.946  -0.061
C43 -2.656 -2.376 6.894  -0.077
C44 -2.209 -1.062 6.890  -0.083
C45 -1.268 -0.658 5.954  -0.087
C46 -0.789 -1.555 5.010  -0.033
H27 -3.438 -3.450 3.800  0.074
H28 -3.836 -4.200 2.231  0.091
H29 -4.189 -2.683 0.229  0.101
H30 -4.840 -0.444 -0.579  0.101
H31 -4.827 1.483 0.967  0.104
H32 -4.196 1.153 3.341  0.095
H33 -3.559 -1.089 4.149  0.106
H34 0.264 -3.667 3.697  0.038
H35 -0.970 -4.858 4.170  0.106
H36 -2.526 -4.300 5.958  0.117
H37 -3.373 -2.706 7.636  0.105
H38 -2.592 -0.357 7.617  0.104
H39 -0.916 0.365 5.955  0.078
H40 -0.053 -1.244 4.276  0.108
C47 3.286 -5.636 1.059  -0.373
S2 1.928 -5.360 2.226  0.801
C48 2.562 -4.017 3.162  -1.044
C49 2.760 -2.753 2.728  -1.105
S3 2.549 -2.131 1.119  0.475
S4 3.450 -1.671 3.924  0.876
C50 3.540 -2.773 5.259  -1.515
S5 4.091 -2.367 6.747  0.520
S6 2.993 -4.355 4.826  0.896
H41 3.017 -6.520 0.482  0.035
H42 4.209 -5.817 1.605  0.043
H43 3.385 -4.774 0.403  -0.007